1.
An isolated ion of composition C7H15N3 and charge +2 at a distorted geometry. Source: the Open Molecules 2025 dataset; level of theory: ωB97M-V/def2-TZVPD.

The geometry in ORCA input format:
```
! wB97M-V def2-TZVPD RIJCOSX def2/J DEFGRID3
* xyz 2 1
C -0.817 1.813 0.454
C 0.409 1.522 0.188
C -1.633 -0.559 -0.076
C -2.020 0.801 0.329
C 0.701 0.090 -0.560
C 1.296 0.288 -1.944
C 1.517 -0.447 1.750
N -0.460 -0.763 -0.589
N -2.652 -1.369 -0.187
N 1.758 -0.663 0.292
H -1.006 2.763 0.865
H 1.306 2.267 0.293
H -2.668 0.917 1.158
H -2.557 1.194 -0.496
H 0.582 0.450 -2.682
H 1.942 -0.591 -2.117
H 2.107 1.024 -1.858
H 1.902 0.557 1.979
H 0.495 -0.586 1.973
H 2.094 -1.295 2.233
H -0.441 -1.721 -0.853
H -3.481 -1.300 0.277
H -2.739 -2.256 -0.708
H 1.642 -1.678 0.135
H 2.725 -0.458 0.141
*
```

Its energy above the lowest of the compared OMol25 structures with the same formula, charge and spin is 2.399 eV. The HOMO energy is -18.30 eV. The LUMO energy comes out at -7.26 eV. As for the SMILES: C[NH2+][C@]1(C)C=CCC(=[NH2+])N1.

2.
One molecule with the formula C7H15N3O at a distorted geometry. Source: the Open Molecules 2025 dataset; level of theory: ωB97M-V/def2-TZVPD.

The geometry in ORCA input format:
```
! wB97M-V def2-TZVPD RIJCOSX def2/J DEFGRID3
* xyz 0 1
C -0.689 0.225 0.619
C -0.723 0.723 -0.630
C -1.132 0.685 1.912
C -1.303 1.951 -1.224
C 1.143 -1.244 1.586
C -0.768 -2.408 -1.132
C 2.045 0.787 -1.552
N 0.013 -1.059 0.633
N -0.165 -0.248 -1.596
N 0.265 -1.444 -0.678
O 0.944 0.197 -2.214
H -0.322 0.858 2.733
H -1.811 0.031 2.479
H -1.733 1.576 1.710
H -1.901 1.780 -2.090
H -0.447 2.588 -1.308
H -2.074 2.295 -0.641
H 1.984 -0.447 1.628
H 0.612 -1.420 2.453
H 1.566 -2.112 1.005
H -0.978 -2.527 -2.145
H -0.384 -3.482 -0.776
H -1.798 -2.256 -0.758
H 2.695 0.086 -1.242
H 1.674 1.345 -0.774
H 2.627 1.396 -2.194
*
```

Its energy above the lowest of the compared OMol25 structures with the same formula, charge and spin is 5.311 eV. The HOMO energy is -7.86 eV. The LUMO energy comes out at 0.89 eV. As for the SMILES: CON1C(C)=C(C)N(C)N1C.

3.
C7H15N3O8Zn as an isolated structure at a distorted geometry. Source: the Open Molecules 2025 dataset; level of theory: ωB97M-V/def2-TZVPD.

The geometry in ORCA input format:
```
! wB97M-V def2-TZVPD RIJCOSX def2/J DEFGRID3
* xyz -2 1
Zn -0.596 1.910 -0.571
C -0.974 3.268 -2.714
O -0.999 4.474 -2.929
O 0.054 2.643 -2.394
O -1.659 3.109 -1.681
C -0.271 3.142 1.594
O 0.530 3.089 0.656
O -0.528 4.072 2.308
O -1.278 2.473 1.380
C -2.403 -0.827 -0.530
O -1.599 0.125 -0.498
N -3.633 -0.721 -0.930
N -2.050 -2.090 -0.168
H -3.924 0.205 -1.212
H -4.190 -1.563 -0.941
H -1.048 -2.157 -0.064
H -2.618 -2.925 -0.207
C 2.855 0.655 1.049
C 1.913 -0.267 0.225
C 1.016 -1.329 0.970
O 0.812 -2.425 0.005
C 0.896 -3.716 0.574
N 1.101 0.579 -0.600
H 2.336 1.494 1.512
H 3.654 1.044 0.417
H 3.393 0.142 1.846
H 2.522 -0.901 -0.421
H 0.096 -0.910 1.377
H 1.436 -1.713 1.900
H 0.150 -4.405 0.177
H 0.577 -3.738 1.616
H 1.886 -4.162 0.677
H 1.693 1.312 -0.962
H 0.849 0.113 -1.460
*
```

Its energy above the lowest of the compared OMol25 structures with the same formula, charge and spin is 0.000 eV. The HOMO energy is 1.29 eV. The LUMO energy comes out at 4.01 eV.